(1)
16
Properties=species:S:1:pos:R:3:forces:R:3 method="wB97M-V/def2-TZVPD" multiplicity=2 energy_ev=-7391.68716 total_charge=-1 homo_lumo_gap_ha="0.103 / 0.161" relative_energy_ev=1.410
C -0.328 -1.806 1.846 0.16 -0.27 0.10
C -0.959 -1.613 0.589 1.00 0.04 0.74
C -1.443 -0.394 0.119 -0.39 0.18 -0.50
C -1.263 0.899 0.555 0.33 0.33 0.85
C -2.059 2.068 0.095 0.67 0.19 -1.08
H 0.607 -2.355 1.944 -0.23 -0.52 -0.12
H -0.718 -1.485 2.810 -0.04 0.65 -0.30
H -0.883 -2.415 -0.144 0.09 0.00 -0.16
H -1.959 -0.450 -0.835 -0.65 -0.15 -0.21
H -0.398 1.226 1.135 -0.12 -0.67 0.42
H -2.425 2.708 0.910 -0.23 -0.14 -0.16
H -1.402 2.701 -0.539 -0.25 0.29 0.18
H -2.857 1.758 -0.583 -0.36 0.07 0.26
H 5.541 -0.669 -3.271 -0.25 -0.30 -0.03
H 5.496 0.316 -2.170 -0.28 0.02 0.34
O 5.049 -0.488 -2.461 0.55 0.27 -0.31


(2)
29
Properties=species:S:1:pos:R:3:forces:R:3 method="wB97M-V/def2-TZVPD" multiplicity=1 energy_ev=-37416.28058 homo_lumo_gap_ha="0.287 / 0.287" relative_energy_ev=0.061
Mg -0.611 0.551 0.192 0.18 -0.05 -0.01
O 1.989 -2.578 0.874 0.01 -0.02 -0.06
C 1.089 -1.779 0.748 -0.04 0.08 0.15
N 1.033 -0.622 0.025 -0.02 -0.13 -0.13
C 2.025 -0.246 -0.835 0.01 0.14 0.05
O 3.113 -0.738 -1.032 -0.01 -0.05 -0.02
C 1.626 0.996 -1.640 -0.07 -0.12 0.01
C 2.540 1.559 -2.512 0.00 0.03 -0.03
C 2.161 2.672 -3.242 0.05 -0.01 -0.01
C 0.884 3.185 -3.080 -0.05 0.01 0.00
C 0.030 2.564 -2.188 -0.02 -0.02 0.02
N 0.389 1.489 -1.484 0.10 -0.02 0.08
C -0.226 -2.034 1.493 0.01 0.02 -0.14
C -0.329 -3.124 2.337 -0.04 -0.02 0.02
C -1.529 -3.343 2.993 0.02 -0.06 0.04
C -2.586 -2.470 2.786 -0.02 0.05 -0.04
C -2.402 -1.405 1.924 0.01 0.01 -0.01
N -1.249 -1.192 1.287 0.08 0.04 0.07
H 3.517 1.105 -2.592 0.00 0.01 0.00
H 2.854 3.136 -3.932 0.00 0.00 0.00
H 0.550 4.054 -3.629 0.00 0.00 0.00
H -0.975 2.933 -2.023 0.00 0.00 0.01
H 0.530 -3.769 2.453 0.00 0.01 0.00
H -1.641 -4.186 3.663 0.01 0.00 0.00
H -3.536 -2.604 3.282 0.00 -0.01 0.00
H -3.196 -0.693 1.730 0.00 0.01 0.01
O -2.451 1.422 -0.137 -0.17 0.01 -0.10
N -2.589 2.396 0.614 0.25 0.07 0.25
Te -1.012 2.721 1.923 -0.30 0.02 -0.16


(3)
35
Properties=species:S:1:pos:R:3:forces:R:3 method="wB97M-V/def2-TZVPD" multiplicity=1 energy_ev=-16772.74646 homo_lumo_gap_ha=0.318 relative_energy_ev=13.405
C -2.499 -1.628 0.257 -0.34 2.18 1.86
C -1.783 -0.471 -0.524 -2.70 -0.58 -5.02
C -0.949 0.520 1.069 1.40 4.62 0.95
C -1.761 1.931 0.840 0.83 -0.62 2.68
C -0.933 2.773 -0.359 -2.15 0.67 5.52
C 0.620 2.753 -0.045 -1.00 -0.38 -4.55
C 1.153 1.599 -0.925 2.57 -1.68 -1.32
C 1.781 0.446 -0.065 -2.86 -3.44 -1.85
C 3.040 -0.036 0.075 -1.42 5.81 -0.92
C 3.382 -1.270 0.204 6.07 -3.32 2.74
C 2.492 -2.210 0.322 -4.14 -8.99 -3.33
C 1.094 -2.040 -0.173 0.86 2.88 2.57
C 0.840 -0.672 -0.039 -2.49 2.43 -1.61
H -4.849 -1.924 0.115 5.07 -1.05 -2.35
H -3.455 -3.241 -0.818 -0.83 4.38 1.40
H -2.926 -1.371 1.239 0.21 0.91 -0.26
H -1.871 -2.369 0.621 1.80 -1.72 -0.08
H -2.555 0.530 -0.472 2.09 -3.38 -0.76
H -1.982 -0.991 -1.720 1.15 1.92 3.05
H -1.233 -0.157 1.840 -1.40 -1.06 0.02
H -0.035 0.793 1.523 1.07 1.29 1.22
H -1.513 2.419 1.875 -1.03 -0.33 -1.77
H -2.987 1.827 0.708 3.37 0.51 0.30
H -1.599 2.351 -1.067 1.10 -0.20 -2.45
H -1.375 3.740 -0.072 0.39 0.19 -0.73
H 0.748 2.522 1.028 0.42 1.02 -0.69
H 1.223 3.542 -0.685 -1.65 -0.25 2.66
H 0.178 1.102 -1.706 4.01 1.88 2.22
H 2.161 1.876 -1.483 -2.19 0.16 0.49
H 3.824 0.598 0.024 2.42 2.49 -0.45
H 4.527 -1.468 0.418 -2.51 0.06 -0.56
H 2.821 -3.408 0.260 -0.57 3.33 0.68
H 0.178 -2.654 -0.395 1.74 -0.09 0.54
N -3.571 -2.087 -0.526 -5.50 -4.15 -0.67
N -0.449 0.104 -0.195 -3.79 -5.50 0.45


(4)
76
Properties=species:S:1:pos:R:3:forces:R:3 method="wB97M-V/def2-TZVPD" multiplicity=3 energy_ev=-108236.42954 homo_lumo_gap_ha="0.231 / 0.282" relative_energy_ev=0.000
C -1.649 -0.319 1.597 -0.21 -0.31 0.11
C -2.328 0.169 0.437 -0.29 -0.84 0.08
C -2.219 -0.833 -0.579 -0.57 -0.27 0.55
H -2.907 1.082 0.373 0.18 -0.07 -0.04
C -1.436 -1.914 -0.065 -0.67 0.06 0.43
C -1.095 -1.601 1.286 -0.64 0.14 -0.09
H -0.598 -2.269 1.981 0.07 0.23 -0.14
H -1.647 0.154 2.574 0.17 -0.05 -0.25
H -2.725 -0.832 -1.535 0.31 0.14 -0.03
H -1.226 -2.841 -0.582 0.09 0.18 -0.01
Ni -0.296 -0.129 -0.074 1.79 0.79 -1.54
Si 0.419 0.120 -2.462 -0.55 -0.36 1.34
C -0.315 1.595 -3.313 -0.14 0.52 -0.59
C 0.348 2.219 -4.389 -0.55 0.36 0.24
H 1.315 1.838 -4.723 -0.24 0.14 0.08
C -0.225 3.327 -5.022 0.08 0.01 -0.09
H 0.312 3.825 -5.831 -0.14 -0.16 0.18
C -1.484 3.800 -4.641 0.06 -0.22 0.12
H -1.938 4.655 -5.157 0.23 -0.36 0.24
C -2.161 3.162 -3.598 0.08 -0.14 0.10
H -3.148 3.514 -3.295 0.22 -0.05 -0.07
C -1.578 2.079 -2.924 0.17 0.46 -0.47
H -2.108 1.618 -2.088 0.19 0.09 -0.22
C -0.216 -1.402 -3.320 0.02 -0.41 -0.73
C -1.309 -1.366 -4.208 0.16 -0.68 0.21
H -1.771 -0.412 -4.473 0.14 -0.24 0.09
C -1.819 -2.555 -4.748 0.07 0.09 0.05
H -2.681 -2.516 -5.416 0.23 -0.03 0.13
C -1.235 -3.787 -4.441 0.05 0.15 0.05
H -1.629 -4.714 -4.875 0.16 0.43 0.22
C -0.130 -3.823 -3.583 0.13 0.14 0.10
H 0.335 -4.780 -3.338 -0.11 0.22 -0.10
C 0.382 -2.644 -3.029 -0.63 -0.16 -0.44
H 1.246 -2.680 -2.361 -0.21 -0.04 -0.15
H 1.897 0.144 -2.632 0.16 0.06 -0.32
Si 2.904 0.540 -8.439 -0.44 -0.13 -0.46
C 2.089 -1.096 -8.743 0.11 -0.46 0.05
C 1.093 -1.245 -9.725 -0.03 -0.39 0.21
H 0.768 -0.382 -10.318 0.07 -0.33 0.31
C 0.510 -2.501 -9.946 0.20 0.10 0.07
H -0.281 -2.605 -10.694 0.30 0.00 0.25
C 0.938 -3.615 -9.212 0.11 0.34 0.09
H 0.486 -4.593 -9.388 0.13 0.33 0.07
C 1.951 -3.472 -8.255 0.06 0.07 -0.08
H 2.295 -4.338 -7.683 -0.15 0.28 -0.22
C 2.535 -2.221 -8.030 -0.42 -0.27 -0.25
H 3.342 -2.117 -7.297 -0.36 -0.06 -0.17
C 1.692 1.872 -8.870 0.28 0.33 -0.14
C 0.424 1.898 -8.273 -0.20 0.43 -0.19
H 0.126 1.117 -7.565 0.12 0.28 -0.24
C -0.466 2.936 -8.573 0.16 -0.10 -0.07
H -1.450 2.956 -8.097 0.32 0.02 -0.17
C -0.094 3.944 -9.474 0.23 -0.27 0.10
H -0.793 4.752 -9.706 0.26 -0.27 0.07
C 1.173 3.914 -10.072 -0.03 0.01 -0.02
H 1.465 4.701 -10.773 -0.13 -0.28 0.26
C 2.069 2.881 -9.772 -0.53 0.11 0.16
H 3.060 2.851 -10.234 -0.36 0.09 0.14
H 4.121 0.608 -9.273 0.10 0.25 0.15
Cl 3.400 0.731 -6.452 0.19 -0.08 0.15
C 0.282 2.443 1.443 0.10 -0.18 0.05
O 0.606 1.832 0.175 0.40 0.62 0.85
C 2.028 1.812 -0.098 -0.62 -0.07 -0.22
C 2.673 0.563 0.463 -0.10 -0.66 -0.08
O 1.924 -0.589 0.021 0.27 0.06 0.74
C 2.246 -1.795 0.722 0.07 0.02 0.19
H -0.807 2.577 1.481 0.37 -0.09 -0.13
H 0.776 3.423 1.539 -0.14 -0.30 -0.10
H 0.581 1.786 2.282 -0.08 0.30 -0.32
H 2.115 1.828 -1.193 0.05 0.10 0.40
H 2.500 2.701 0.344 -0.08 -0.18 -0.21
H 3.695 0.478 0.064 -0.10 0.08 0.28
H 2.688 0.591 1.564 0.08 -0.07 -0.19
H 3.320 -2.036 0.636 -0.34 0.15 -0.02
H 1.651 -2.606 0.280 0.19 0.35 0.02
H 1.968 -1.717 1.790 0.17 0.05 -0.36